Entry 1:
The following is a DFT calculation (ωB97M-V with the def2-TZVPD basis set) of a molecular structure, C19H29Cl3NO4P2Pb at a distorted geometry.

Each line ends with the Mulliken charge.
Cartesian coordinates (Å):
C (-0.963, 2.943, -2.857)  -0.65
C (-1.020, 1.938, -1.885)  0.16
N (0.085, 1.685, -1.155)  0.44
C (1.265, 2.252, -1.472)  0.05
C (1.380, 3.248, -2.451)  -0.76
C (0.239, 3.580, -3.161)  -0.62
C (-2.345, 1.195, -1.689)  -1.23
P (-2.492, 0.093, -0.215)  0.75
Pb (-0.059, -0.218, 1.211)  1.22
P (2.498, 0.242, 0.062)  0.79
C (2.497, 1.914, -0.662)  -0.95
C (-0.284, -2.242, 2.288)  0.33
C (-0.673, -2.140, 3.603)  -0.37
C (-0.665, -3.301, 4.405)  -0.62
C (-0.236, -4.516, 3.856)  -0.51
C (0.128, -4.598, 2.508)  -0.48
C (0.107, -3.438, 1.698)  -0.53
O (-2.054, -1.419, -4.666)  -0.60
O (1.548, -1.711, -3.378)  -0.59
H (-1.855, 3.136, -3.449)  0.48
H (2.333, 3.765, -2.615)  0.49
H (0.278, 4.355, -3.928)  0.42
C (-3.672, 1.088, 0.764)  -1.49
C (-3.458, -1.324, -0.849)  -1.21
H (3.415, 2.020, -1.258)  0.55
H (2.573, 2.610, 0.188)  0.33
H (-2.597, 0.545, -2.508)  0.54
H (-3.196, 1.934, -1.611)  0.47
C (3.832, 0.366, 1.293)  -1.25
C (3.186, -0.786, -1.268)  -1.04
H (-1.004, -1.191, 4.044)  0.38
H (-0.959, -3.241, 5.452)  0.39
H (-0.225, -5.416, 4.473)  0.38
H (0.451, -5.549, 2.080)  0.38
H (0.375, -3.490, 0.642)  0.37
H (0.986, -2.456, -3.249)  0.24
H (1.636, -1.682, -4.348)  0.28
H (-1.552, -1.168, -3.807)  0.26
H (-1.961, -0.529, -5.001)  0.34
H (-0.216, -5.121, -2.697)  0.02
H (-4.456, 1.388, 0.053)  0.53
H (-4.102, 0.547, 1.622)  0.40
H (-3.166, 1.990, 1.141)  0.33
H (-4.517, -1.037, -0.881)  0.40
H (-3.121, -1.568, -1.868)  0.39
H (-3.331, -2.215, -0.212)  0.34
H (4.066, -0.279, -1.694)  0.43
H (3.468, -1.768, -0.860)  0.40
H (2.445, -0.971, -2.063)  0.20
H (4.777, 0.656, 0.813)  0.42
H (3.550, 1.099, 2.060)  0.30
H (3.962, -0.609, 1.781)  0.40
Cl (-0.613, 4.017, 4.355)  -0.10
C (0.575, 3.360, 3.244)  0.68
Cl (0.405, 4.151, 1.624)  -0.13
Cl (2.225, 3.475, 3.839)  -0.09
C (0.248, 1.835, 3.014)  0.28
O (1.217, 1.019, 2.949)  -0.65
O (-0.959, 1.539, 2.693)  -0.68

## Properties
**LUMO (alpha / beta)**: -2.8949 / -4.4648 eV
**M**: 710.95 g mol⁻¹
**HOMO-LUMO gap (alpha / beta)**: 6.99 / 7.18 eV
**Charge**: +1
**Highest occupied orbital energy (alpha / beta)**: -0.3632 / -0.4278 Eh

***

Entry 2:
The following is a DFT calculation (ωB97M-V with the def2-TZVPD basis set) of C19H29FN2O5S in the gas phase at a distorted geometry.

Each line ends with the Mulliken charge.
Cartesian coordinates (Å):
O (-0.037, 2.127, -0.444)  -0.68
C (-0.552, 1.040, -0.186)  0.41
N (0.184, -0.081, -0.092)  0.06
C (1.643, -0.128, -0.224)  -1.71
C (2.397, 0.525, 0.961)  0.49
C (2.203, -0.215, 2.309)  -1.23
C (3.641, -0.547, 2.750)  -0.32
C (4.419, 0.721, 3.148)  -0.86
C (4.625, 1.447, 1.803)  -1.12
C (3.935, 0.514, 0.786)  -0.62
N (4.227, -0.753, 1.438)  0.11
C (4.838, -1.873, 0.994)  -0.18
O (4.909, -2.881, 1.695)  -0.71
C (5.446, -1.911, -0.434)  1.10
C (6.853, -2.586, -0.433)  -1.13
C (6.717, -4.063, -0.842)  -0.80
S (5.489, -4.012, -2.217)  1.10
O (6.136, -3.468, -3.411)  -0.65
O (4.711, -5.248, -2.262)  -0.66
C (4.493, -2.668, -1.421)  -1.07
C (-2.081, 0.917, 0.015)  0.00
F (-2.426, 1.581, 1.125)  -0.39
C (-2.911, 1.393, -1.213)  0.19
C (-2.670, 0.568, -2.502)  -0.64
C (-3.540, 1.079, -3.666)  -0.68
O (-4.911, 1.033, -3.275)  -0.39
C (-5.231, 1.871, -2.164)  -0.56
C (-4.432, 1.399, -0.934)  -0.74
H (-0.283, -0.939, 0.153)  0.31
H (1.948, -1.171, -0.326)  0.52
H (1.932, 0.361, -1.159)  0.33
H (2.058, 1.560, 1.049)  0.66
H (1.686, 0.402, 3.046)  0.34
H (1.623, -1.132, 2.194)  0.42
H (3.728, -1.382, 3.452)  0.46
H (3.871, 1.326, 3.872)  0.42
H (5.378, 0.457, 3.599)  0.38
H (4.191, 2.448, 1.799)  0.42
H (5.688, 1.549, 1.578)  0.36
H (4.268, 0.662, -0.242)  0.85
H (5.584, -0.884, -0.767)  0.42
H (7.493, -2.074, -1.156)  0.39
H (7.372, -2.487, 0.525)  0.39
H (7.604, -4.592, -1.181)  0.51
H (6.244, -4.627, -0.039)  0.32
H (3.746, -3.241, -0.872)  0.44
H (3.988, -2.111, -2.204)  0.45
H (-2.331, -0.122, 0.228)  0.26
H (-2.630, 2.427, -1.433)  0.26
H (-1.617, 0.585, -2.785)  0.37
H (-2.899, -0.483, -2.320)  0.31
H (-3.256, 2.091, -3.960)  0.37
H (-3.406, 0.448, -4.546)  0.34
H (-5.020, 2.917, -2.396)  0.35
H (-6.302, 1.803, -1.969)  0.34
H (-4.764, 0.399, -0.652)  0.31
H (-4.659, 2.026, -0.071)  0.39

## Properties
**LUMO**: 0.3593 eV
**M**: 416.52 g mol⁻¹
**HOMO-LUMO gap**: 10.06 eV
**Charge**: 0
**SMILES**: O=C(NC[C@H]1C[C@@H]2CC[C@H]1N2C(=O)[C@H]1CCS(=O)(=O)C1)[C@@H](F)C1CCOCC1
**Highest occupied orbital energy**: -0.3563 Eh
**Relative energy (zero: lowest compared OMol25 entry of this formula, charge and spin)**: 0.890 eV

***

Entry 3:
The following is a DFT calculation (ωB97M-V with the def2-TZVPD basis set) of 3 unconnected molecules or ions with the total composition C19H29I2N2O10PS5 at a distorted geometry.

Each line ends with the Mulliken charge.
Cartesian coordinates (Å):
O (0.450, 3.864, 3.520)  -0.57
P (1.290, 2.319, 3.711)  0.74
O (1.206, 1.963, 5.449)  -0.51
S (3.230, 2.516, 3.344)  -0.36
C (0.500, 0.910, 2.639)  -0.13
C (0.721, 0.789, 0.986)  0.12
C (1.608, 1.932, 0.194)  -0.49
C (0.836, 2.527, -1.165)  -0.46
C (0.831, 4.176, -1.140)  -0.38
S (-0.458, 4.950, -2.268)  -0.27
C (0.004, -0.521, 0.233)  0.72
C (0.172, -0.801, -1.379)  -0.70
C (1.802, -1.084, -1.629)  -0.63
C (2.224, -2.350, -0.672)  -0.58
I (3.556, -3.784, -1.745)  -0.02
C (-0.920, -1.606, 1.105)  0.28
C (-1.697, -2.902, 0.403)  -0.93
C (-2.889, -2.445, -0.641)  -0.38
C (-4.168, -1.688, 0.124)  -0.92
I (-4.019, 0.516, 0.059)  0.02
C (-1.143, -1.473, 2.752)  0.22
N (-1.989, -2.424, 3.615)  -0.53
S (-1.833, -1.711, 5.233)  0.15
N (-0.811, -0.289, 4.915)  -0.44
C (-0.418, -0.182, 3.457)  0.11
H (0.133, 3.978, 2.570)  0.38
H (1.886, 1.215, 5.586)  0.36
H (1.715, 2.883, 0.908)  0.24
H (2.687, 1.523, -0.047)  0.24
H (1.430, 2.209, -2.138)  0.17
H (-0.275, 2.144, -1.224)  0.29
H (1.912, 4.639, -1.313)  0.35
H (0.541, 4.494, -0.026)  0.15
H (-1.264, 3.976, -2.892)  0.13
H (-0.370, -1.762, -1.770)  0.28
H (-0.221, 0.094, -2.061)  0.25
H (1.871, -1.481, -2.750)  0.53
H (2.459, -0.128, -1.484)  0.15
H (1.265, -2.967, -0.317)  0.08
H (2.811, -2.047, 0.306)  0.38
H (-0.868, -3.585, -0.083)  0.27
H (-2.209, -3.567, 1.245)  0.40
H (-3.271, -3.389, -1.264)  0.37
H (-2.525, -1.656, -1.456)  0.20
H (-5.133, -1.974, -0.517)  0.39
H (-4.269, -1.994, 1.253)  0.36
O (7.837, -0.904, -1.091)  -0.51
S (8.912, -1.823, -1.394)  1.09
O (10.293, -1.413, -1.498)  -0.53
O (8.512, -2.647, -2.743)  -0.30
C (8.490, -4.044, -2.458)  -0.32
C (8.136, -4.153, -0.977)  -0.21
O (8.823, -3.073, -0.349)  -0.31
H (9.488, -4.448, -2.655)  0.29
H (7.760, -4.552, -3.095)  0.31
H (8.443, -5.108, -0.544)  0.29
H (7.062, -4.010, -0.816)  0.19
O (-6.030, 2.942, -1.849)  -0.48
S (-7.430, 2.579, -1.859)  1.06
O (-8.102, 2.066, -3.030)  -0.54
O (-8.286, 3.841, -1.280)  -0.30
C (-9.026, 3.427, -0.133)  -0.34
C (-8.216, 2.292, 0.487)  -0.32
O (-7.699, 1.555, -0.619)  -0.25
H (-10.006, 3.074, -0.469)  0.29
H (-9.159, 4.264, 0.557)  0.30
H (-8.824, 1.649, 1.128)  0.32
H (-7.368, 2.680, 1.060)  0.27

## Properties
**LUMO**: -2.0823 eV
**M**: 890.56 g mol⁻¹
**HOMO-LUMO gap**: 6.37 eV
**Charge**: 0
**SMILES**: OP(O)(=S)c1c(CCCS)c(CCCI)c(CCCI)c2nsnc12.O=S1(=O)OCCO1.O=S1(=O)OCCO1
**Highest occupied orbital energy**: -0.3108 Eh

***

Entry 4:
The following is a DFT calculation (ωB97M-V with the def2-TZVPD basis set) of a molecular structure, C19H29IN2O4PReS2.

Each line ends with the Mulliken charge.
Cartesian coordinates (Å):
Re (0.048, 0.311, 0.373)  0.44
I (-1.587, 2.050, -0.372)  -0.02
N (-1.686, -2.874, 0.841)  -0.31
C (-1.517, -2.474, -0.399)  0.76
N (-2.364, -2.752, -1.357)  -0.33
S (-0.050, -1.531, -0.880)  -0.28
H (-2.493, -3.414, 1.131)  0.26
H (-0.942, -2.780, 1.516)  0.17
H (-3.172, -3.346, -1.213)  0.24
H (-2.221, -2.400, -2.293)  0.22
O (0.750, 0.198, 2.128)  -0.33
S (1.878, 0.354, 3.245)  0.05
C (3.344, -0.706, 2.728)  0.14
C (4.235, -0.004, 0.397)  0.05
C (4.204, -1.291, -0.365)  -0.78
C (3.633, -2.434, 0.019)  -0.53
C (2.880, -2.729, 1.241)  -0.39
C (2.732, -2.020, 2.364)  -1.15
C (2.440, 2.024, 3.254)  0.80
C (2.103, 2.969, 2.299)  0.22
C (2.556, 4.268, 2.472)  -0.90
C (3.341, 4.595, 3.571)  -0.62
C (3.666, 3.632, 4.519)  -0.67
C (3.200, 2.336, 4.380)  -0.43
H (5.017, 0.631, -0.019)  0.71
H (4.723, -1.280, -1.315)  0.53
H (3.728, -3.275, -0.658)  0.55
H (2.414, -3.709, 1.246)  0.60
H (2.157, -2.475, 3.166)  0.58
H (1.486, 2.723, 1.443)  0.22
H (2.284, 5.030, 1.755)  0.55
H (3.686, 5.612, 3.701)  0.44
H (4.262, 3.894, 5.383)  0.45
H (3.418, 1.595, 5.142)  0.47
C (2.394, -0.548, -4.386)  -1.32
C (1.802, 0.470, -3.452)  -0.02
O (2.320, 0.188, -2.090)  -0.18
P (1.899, 1.006, -0.831)  1.08
O (1.804, 2.517, -1.171)  -0.30
C (2.994, 3.314, -1.596)  -0.14
C (2.499, 4.556, -2.280)  -1.40
O (2.987, 0.778, 0.260)  -0.41
C (4.460, -0.078, 1.900)  -0.05
C (5.772, -0.811, 2.206)  -1.67
H (2.036, -0.353, -5.396)  0.46
H (2.104, -1.560, -4.106)  0.31
H (3.481, -0.480, -4.395)  0.32
H (0.712, 0.414, -3.408)  0.31
H (2.093, 1.487, -3.710)  0.20
H (3.598, 2.688, -2.255)  0.38
H (3.552, 3.528, -0.685)  0.28
H (1.941, 4.320, -3.184)  0.33
H (3.358, 5.167, -2.561)  0.43
H (1.867, 5.143, -1.615)  0.32
H (3.753, -0.826, 3.741)  0.71
H (4.565, 0.958, 2.240)  0.37
H (5.698, -1.878, 1.999)  0.33
H (6.046, -0.681, 3.253)  0.49
H (6.584, -0.405, 1.603)  0.44

## Properties
**LUMO (alpha / beta)**: -10.6625 / -11.0114 eV
**Multiplicity**: 2
**M**: 757.67 g mol⁻¹
**HOMO-LUMO gap (alpha / beta)**: 6.65 / 6.31 eV
**Charge**: +3
**<S²>**: 0.76
**Highest occupied orbital energy (alpha / beta)**: -0.6363 / -0.6367 Eh
**Relative energy (zero: lowest compared OMol25 entry of this formula, charge and spin)**: 0.000 eV